No. 1
ORCA calculation (ωB97M-V/def2-TZVPD) on the molecule C22H15ClF2N6OS.

Positions of all 48 atoms, in Å:
C1 -2.075 3.989 -3.643
N1 -1.752 2.726 -4.285
N2 -2.165 2.507 -5.580
C2 -1.911 1.262 -5.874
C3 -1.327 0.578 -4.720
C4 -0.945 -0.829 -4.886
N3 -0.751 -1.603 -3.884
C5 -0.453 -2.915 -4.306
C6 -0.112 -4.069 -3.404
F1 0.066 -3.699 -2.081
F2 -1.072 -5.043 -3.408
C7 -0.464 -3.102 -5.665
Cl1 -0.186 -4.590 -6.598
S1 -0.799 -1.584 -6.446
C8 -1.232 1.535 -3.708
C9 -0.748 1.443 -2.285
O1 -0.619 2.443 -1.622
N4 -0.603 0.231 -1.670
C10 -0.175 -0.092 -0.377
C11 -0.677 -1.371 0.127
C12 -0.354 -1.791 1.401
N5 0.367 -0.935 2.239
C13 0.651 -1.040 3.560
C14 1.230 0.114 3.921
C15 1.682 0.499 5.313
C16 2.031 1.840 5.626
C17 2.300 2.189 6.978
C18 2.372 1.222 7.965
C19 2.064 -0.100 7.663
C20 1.684 -0.449 6.352
N6 1.356 0.976 2.832
C21 0.751 0.302 1.856
C22 0.531 0.730 0.473
H1 -1.151 4.392 -3.242
H2 -2.551 4.698 -4.311
H3 -2.737 3.821 -2.786
H4 -2.106 0.805 -6.840
H5 0.840 -4.490 -3.798
H6 -0.860 -0.543 -2.268
H7 -1.282 -2.048 -0.482
H8 -0.725 -2.756 1.812
H9 0.388 -1.903 4.150
H10 2.035 2.597 4.860
H11 2.436 3.223 7.263
H12 2.615 1.466 8.989
H13 2.050 -0.833 8.468
H14 1.455 -1.492 6.167
H15 0.929 1.688 0.156

The multiplicity is 1. Its SMILES is Cn1ncc(-c2nc(C(F)F)c(Cl)s2)c1C(=O)Nc1ccn2cc(-c3ccccc3)nc2c1. The gap between HOMO and LUMO is 7.2 eV.

These are the Mulliken partial charges, in e, on atoms 1 to 8: -0.73 0.74 -1.04 -0.82 1.52 0.36 -0.47 -0.39

No. 2
ORCA calculation (ωB97M-V/def2-TZVPD) on a structure of composition C29H46BCaNO7S.

Positions of all 86 atoms, in Å:
Ca1 -0.240 -0.033 0.456
C1 -2.988 -0.713 -2.018
C2 -2.035 -0.122 -3.026
O1 -0.730 -0.114 -2.473
C3 0.177 0.645 -3.256
C4 1.400 0.881 -2.409
O2 1.042 1.239 -1.073
C5 0.809 2.621 -0.760
C6 -0.602 3.040 -1.074
O3 -1.478 2.140 -0.393
C7 -2.837 2.232 -0.793
C8 -3.527 0.971 -0.340
O4 -2.814 -0.196 -0.712
H1 -2.816 -1.785 -1.937
H2 -4.015 -0.560 -2.362
H3 -2.313 0.899 -3.302
H4 -2.064 -0.727 -3.940
H5 -0.301 1.576 -3.569
H6 0.469 0.106 -4.164
H7 2.053 1.641 -2.841
H8 1.978 -0.034 -2.317
H9 1.546 3.257 -1.255
H10 0.963 2.693 0.317
H11 -0.827 3.010 -2.142
H12 -0.750 4.067 -0.729
H13 -2.885 2.361 -1.877
H14 -3.321 3.096 -0.329
H15 -4.550 0.952 -0.726
H16 -3.575 0.938 0.748
C9 6.245 2.546 1.670
N1 4.973 2.862 2.292
C10 4.819 2.165 3.555
C11 3.826 2.714 1.394
C12 3.658 1.350 0.725
C13 4.337 1.160 -0.482
C14 4.315 -0.053 -1.164
C15 3.568 -1.092 -0.634
C16 2.858 -0.885 0.553
C17 2.871 0.320 1.278
H17 7.053 2.805 2.357
H18 6.381 3.134 0.758
H19 6.351 1.484 1.401
H20 5.653 2.420 4.211
H21 4.799 1.066 3.451
H22 3.894 2.468 4.046
H23 3.932 3.473 0.613
H24 2.932 2.970 1.968
H25 4.915 1.984 -0.895
H26 4.871 -0.179 -2.086
H27 3.535 -2.053 -1.135
H28 2.279 -1.738 0.911
C18 -6.799 -1.480 5.244
C19 -5.997 -2.745 5.541
C20 -5.660 -2.756 7.039
C21 -6.874 -3.959 5.205
C22 -4.703 -2.812 4.720
C23 -3.833 -3.892 4.901
C24 -2.641 -4.024 4.185
C25 -2.338 -3.037 3.278
O5 -1.245 -2.926 2.456
B1 -1.393 -1.722 1.686
O6 -2.655 -1.140 2.124
C26 -3.181 -1.974 3.088
C27 -4.360 -1.828 3.783
H29 -7.704 -1.476 5.856
H30 -7.106 -1.431 4.195
H31 -6.235 -0.572 5.476
H32 -6.575 -2.672 7.634
H33 -5.005 -1.920 7.295
H34 -5.153 -3.679 7.332
H35 -7.796 -3.940 5.795
H36 -6.357 -4.899 5.416
H37 -7.143 -3.958 4.145
H38 -4.086 -4.662 5.620
H39 -1.981 -4.868 4.337
H40 -4.989 -0.967 3.597
C28 0.422 1.241 4.523
S1 1.605 0.863 3.146
C29 1.705 -0.862 3.579
O7 0.464 1.135 2.080
H41 -0.528 0.709 4.425
H42 0.238 2.319 4.507
H43 0.916 0.972 5.467
H44 2.694 -1.013 4.023
H45 1.612 -1.493 2.704
H46 0.915 -1.119 4.281

The multiplicity is 1. The gap between HOMO and LUMO is 6.7 eV.

These are the Mulliken partial charges, in e, on atoms 1 to 8: 1.31 -0.81 -0.59 -0.17 -1.00 -0.64 1.51 -0.71

No. 3
ORCA calculation (ωB97M-V/def2-TZVPD) on a structure of composition C55H44AsN5O6PSr.

Positions of all 113 atoms, in Å:
Sr1 -0.550 0.324 -0.217
O1 1.236 -3.052 -3.200
C1 2.439 -2.464 -3.347
C2 3.217 -2.848 -4.440
C3 4.451 -2.259 -4.655
C4 4.931 -1.283 -3.785
C5 4.170 -0.920 -2.686
C6 2.925 -1.495 -2.443
C7 2.072 -1.055 -1.285
O2 0.836 -1.399 -1.284
N1 2.704 -0.328 -0.385
N2 1.880 0.118 0.637
C8 2.427 0.972 1.393
C9 1.648 1.699 2.418
C10 2.054 2.982 2.772
C11 1.243 3.735 3.600
C12 0.065 3.176 4.077
C13 -0.223 1.867 3.717
N3 0.546 1.144 2.908
H1 0.830 -2.587 -2.399
H2 2.826 -3.610 -5.107
H3 5.042 -2.560 -5.514
H4 5.888 -0.809 -3.966
H5 4.515 -0.172 -1.984
H6 3.463 1.271 1.218
H7 2.977 3.387 2.375
H8 1.524 4.747 3.868
H9 -0.614 3.736 4.708
H10 -1.114 1.368 4.088
O3 -1.762 -0.295 1.647
C14 -1.195 -1.416 1.490
C15 -1.526 -2.410 2.585
C16 -2.867 -2.665 2.846
C17 -3.254 -3.615 3.782
C18 -2.279 -4.310 4.486
C19 -0.934 -4.058 4.229
C20 -0.543 -3.135 3.261
P1 1.223 -2.787 2.852
C21 2.060 -3.828 4.126
C22 2.372 -3.192 5.329
C23 2.989 -3.879 6.367
C24 3.319 -5.219 6.211
C25 3.035 -5.860 5.011
C26 2.409 -5.170 3.979
C27 1.463 -3.848 1.373
C28 0.430 -4.439 0.654
C29 0.701 -5.195 -0.480
C30 2.007 -5.361 -0.917
C31 3.047 -4.758 -0.218
C32 2.772 -4.004 0.912
H11 -3.614 -2.094 2.304
H12 -4.306 -3.796 3.975
H13 -2.556 -5.051 5.227
H14 -0.184 -4.605 4.791
H15 2.122 -2.142 5.447
H16 3.220 -3.366 7.294
H17 3.800 -5.760 7.017
H18 3.297 -6.903 4.879
H19 2.180 -5.683 3.051
H20 -0.593 -4.303 0.976
H21 -0.116 -5.645 -1.034
H22 2.213 -5.933 -1.814
H23 4.069 -4.861 -0.564
H24 3.584 -3.516 1.442
C33 -2.335 -1.653 -3.478
N4 -1.306 -0.623 -3.587
C34 -0.308 -0.743 -4.530
C35 0.715 0.112 -4.598
C36 0.787 1.205 -3.645
O4 1.575 2.132 -3.737
N5 -0.148 1.169 -2.600
C37 -1.173 0.324 -2.609
O5 -2.077 0.364 -1.691
H25 -2.598 -1.994 -4.477
H26 -3.210 -1.227 -2.999
H27 -1.985 -2.494 -2.881
H28 -0.423 -1.574 -5.212
H29 1.486 0.019 -5.348
O6 -0.235 2.367 -0.045
As1 -1.365 3.097 -1.066
C38 -2.869 3.250 0.205
C39 -3.425 2.093 0.783
C40 -4.313 2.206 1.844
C41 -4.671 3.455 2.338
C42 -4.147 4.599 1.758
C43 -3.249 4.498 0.699
C44 -2.381 3.027 -2.754
C45 -3.708 2.620 -2.752
C46 -4.395 2.499 -3.956
C47 -3.765 2.803 -5.156
C48 -2.444 3.235 -5.153
C49 -1.747 3.330 -3.957
C50 -0.633 4.914 -1.134
C51 0.013 5.314 0.043
C52 0.594 6.571 0.129
C53 0.577 7.427 -0.968
C54 -0.047 7.031 -2.140
C55 -0.664 5.785 -2.220
H30 -3.183 1.082 0.441
H31 -4.705 1.305 2.297
H32 -5.352 3.533 3.177
H33 -4.414 5.575 2.143
H34 -2.845 5.402 0.262
H35 -4.200 2.365 -1.825
H36 -5.418 2.148 -3.952
H37 -4.299 2.695 -6.091
H38 -1.944 3.478 -6.082
H39 -0.694 3.584 -3.970
H40 0.066 4.627 0.878
H41 1.062 6.882 1.055
H42 1.044 8.402 -0.906
H43 -0.052 7.685 -3.002
H44 -1.179 5.518 -3.128

The multiplicity is 1. Its charge is -1. The gap between HOMO and LUMO is 6.1 eV.

These are the Mulliken partial charges, in e, on atoms 1 to 8: 1.47 -0.79 0.30 -0.73 -0.46 -0.81 -0.59 0.24

Energy relative to the best compared isomer or geometry (same formula, charge and spin) / kJ/mol: 0.0; 138.6; 339.6
HOMO energy / eV: -7.792; -6.485; -3.836
F_max / Eh/bohr: 0.055; 0.044; 0.132